DFT (ωB97M-V/def2-TZVPD) results for a molecular structure, C42H39ClN2O3PS5Tl in a non-equilibrium geometry.

Output
HOMO in Ha: -0.290
Strongest force on any atom in hartree/bohr: 0.02362
HOMO-LUMO gap in eV: 7.8
Molecular weight in g mol⁻¹: 1050.93

Structure (XYZ):
```
94
Properties=species:S:1:pos:R:3:forces:R:3
Tl 0.0705 0.1009 0.0566 0.1 1.0 -0.5
C -3.6468 0.4297 6.2261 0.0 0.0 0.0
C -3.9043 1.6410 5.6038 0.0 0.0 0.1
C -3.4832 1.8670 4.2998 0.1 0.0 0.0
C -2.8071 0.8723 3.6012 0.1 -0.1 0.0
C -2.5985 -0.3614 4.2193 0.0 0.1 0.0
C -3.0009 -0.5793 5.5248 0.0 -0.1 0.0
P -2.1402 1.0427 1.8955 -0.8 0.1 0.1
C -2.6627 2.7325 1.4420 0.2 0.0 0.0
C -3.4494 3.0087 0.3310 0.0 0.0 0.1
C -3.6516 4.3239 -0.0667 0.0 0.1 -0.1
C -3.0776 5.3685 0.6391 0.0 0.0 -0.1
C -2.2949 5.0994 1.7557 0.0 0.0 0.0
C -2.0823 3.7899 2.1469 0.0 -0.1 -0.1
C -3.4092 0.0382 1.0212 0.0 0.0 0.1
C -4.7104 0.0891 1.4648 0.2 -0.1 -0.1
C -5.7326 -0.6432 0.8444 -0.1 -0.1 0.0
C -5.4449 -1.4152 -0.2425 -0.1 0.0 0.0
C -4.1327 -1.4855 -0.7562 0.3 0.1 0.1
C -3.8663 -2.2515 -1.9152 0.0 -0.1 -0.1
C -2.6236 -2.2768 -2.4708 0.0 -0.1 0.0
C -1.5697 -1.5711 -1.8550 0.0 0.0 -0.1
C -1.7896 -0.8795 -0.7049 1.0 0.4 0.5
C -3.0750 -0.7599 -0.1161 -0.2 -0.2 0.0
H -3.9584 0.2696 7.2501 0.0 0.0 0.0
H -4.4467 2.4147 6.1326 0.0 0.0 0.0
H -3.6901 2.8185 3.8274 0.0 0.0 0.0
H -2.1174 -1.1525 3.6558 0.0 -0.1 0.1
H -2.8166 -1.5376 5.9946 0.0 0.0 0.0
H -3.8988 2.2050 -0.2366 0.0 0.0 0.0
H -4.2491 4.5301 -0.9453 0.0 0.0 0.0
H -3.2199 6.3893 0.3079 0.0 0.0 0.0
H -1.8328 5.9115 2.3035 0.0 0.0 0.0
H -1.4467 3.5706 2.9991 0.0 0.1 0.0
H -4.9571 0.7159 2.3109 0.0 0.0 0.0
H -6.7420 -0.5823 1.2297 0.0 0.0 0.0
H -6.2256 -1.9688 -0.7506 0.0 0.0 0.0
H -4.6864 -2.8063 -2.3557 0.0 0.0 -0.1
H -2.4244 -2.8368 -3.3761 0.0 0.0 0.0
H -0.5951 -1.5755 -2.3184 0.1 0.0 0.0
O -0.1585 2.4448 0.0863 -0.1 0.0 -0.2
N 0.8585 3.2418 0.2767 0.3 -0.1 0.1
C 0.6946 4.5522 0.0040 -0.2 0.3 0.0
C 1.6620 5.4780 0.2933 0.1 -0.1 0.0
C 2.8692 5.0466 0.8321 0.0 -0.1 0.0
C 3.0542 3.6994 1.0471 -0.1 0.1 0.0
C 2.0377 2.7799 0.7719 0.2 -0.1 -0.1
S 2.2879 1.1044 1.0986 -0.8 -0.6 -0.3
H -0.2568 4.7987 -0.4387 -0.1 -0.1 0.0
H 1.4816 6.5214 0.0829 -0.1 0.0 -0.1
H 3.6506 5.7558 1.0672 0.0 0.0 0.0
H 3.9748 3.3080 1.4546 0.0 0.0 0.0
C 2.7925 -2.7626 -3.7350 -0.3 0.0 0.0
C 2.9396 -1.3009 -3.3473 -0.1 0.1 0.4
S 2.6492 -0.8160 -1.6146 0.6 -0.7 0.0
C 3.6894 -2.0018 -0.6824 -0.5 0.3 -0.3
C 3.0510 -3.3498 -0.2807 -0.4 0.0 0.0
S 1.2270 -3.3340 -0.1624 0.0 0.0 -0.1
C 0.6847 -4.7290 -1.2058 0.2 0.2 0.4
C 1.2716 -4.8624 -2.6006 -0.2 0.3 -0.2
S 1.0889 -3.4105 -3.6849 0.1 -0.1 0.2
H 3.4101 -3.4015 -3.1054 0.1 0.0 -0.1
H 3.1256 -2.8719 -4.7682 0.1 0.0 0.1
H 2.2265 -0.6736 -3.8837 0.0 0.0 -0.1
H 3.9536 -0.9797 -3.5949 0.0 0.0 -0.1
H 3.9270 -1.4216 0.2097 0.1 -0.1 0.1
H 4.6105 -2.1810 -1.2382 0.1 0.0 0.1
H 3.4190 -3.6424 0.7021 0.1 -0.1 -0.1
H 3.2979 -4.1395 -0.9873 0.1 0.0 0.0
H -0.3927 -4.5664 -1.2618 0.0 -0.1 0.0
H 0.8762 -5.6494 -0.6511 -0.1 -0.1 -0.1
H 0.7381 -5.6734 -3.0985 0.1 -0.1 0.0
H 2.3273 -5.1280 -2.5769 0.0 -0.1 0.0
Cl 1.8235 4.1725 -3.1961 0.0 0.2 0.1
C 1.9441 2.3984 -3.1642 -0.3 -0.3 0.1
C 0.5490 1.7142 -3.0603 0.1 0.0 -0.2
O -0.3319 2.0724 -3.8238 0.0 0.1 0.1
O 0.5157 0.7397 -2.2289 0.0 0.0 0.0
H 2.5834 2.1048 -2.3353 0.0 0.1 0.0
H 2.4017 2.1169 -4.1114 0.0 -0.1 0.0
S 0.5511 -2.5803 4.7360 -0.1 0.2 -0.1
C 0.3687 -2.1046 3.0743 0.0 -0.1 0.4
N 0.3952 -0.8426 2.8300 0.0 -0.2 -0.3
C 0.5526 -0.1164 3.9999 0.0 -0.2 0.5
C 0.5730 1.2729 4.1157 0.0 0.1 -0.1
C 0.6343 1.8378 5.3715 0.0 0.0 -0.1
C 0.6952 1.0443 6.5207 0.0 -0.1 0.1
C 0.7158 -0.3323 6.4289 0.0 0.0 0.1
C 0.6377 -0.9015 5.1636 0.0 0.0 -0.3
H 0.2244 -2.8629 2.3214 0.1 0.0 -0.2
H 0.5348 1.8819 3.2233 0.0 0.0 0.0
H 0.6349 2.9147 5.4789 0.0 0.0 0.0
H 0.7229 1.5132 7.4954 0.0 0.0 0.0
H 0.7704 -0.9563 7.3109 0.0 0.0 0.0
```
Positions in Å, forces in eV/Å.

DFT (ωB97M-V/def2-TZVPD) results for C4H4O3 in the gas phase.

Output
HOMO in Ha: -0.354
Strongest force on any atom in hartree/bohr: 0.01837
HOMO-LUMO gap in eV: 8.6
Structure (SMILES): CC(=O)C(=O)C=O
Molecular weight in g mol⁻¹: 100.07
ΔE to the lowest compared entry with this formula, charge and spin in kcal per mole: 34.84

Structure (XYZ):
```
11
Properties=species:S:1:pos:R:3:forces:R:3
C -0.3126 -1.4813 -0.3166 0.0 -0.1 0.0
C 0.7032 -0.3685 -0.2917 0.4 -0.2 -0.2
O 1.5990 -0.2395 -1.0913 -0.3 -0.1 0.5
C 0.5519 0.7221 0.8073 0.2 0.1 0.2
O 1.0702 0.7712 1.8936 -0.4 -0.1 -0.8
C -0.4045 1.7587 0.1914 -0.3 -0.1 -0.5
O -0.8832 1.4263 -0.8675 -0.1 0.4 0.4
H 0.1654 -2.3805 0.0809 -0.1 0.0 0.0
H -0.6244 -1.6819 -1.3455 0.2 0.1 0.1
H -1.1943 -1.2482 0.2872 0.2 0.0 0.0
H -0.6708 2.7216 0.6523 0.2 -0.1 0.3
```
Positions in Å, forces in eV/Å.

DFT (ωB97M-V/def2-TZVPD) results for a molecular structure, C37H46HfN5O4.

Output
HOMO in Ha: -0.367
Strongest force on any atom in hartree/bohr: 0.01561
HOMO-LUMO gap in eV: 7.4
Total charge: +1
Molecular weight in g mol⁻¹: 803.30
ΔE to the lowest compared entry with this formula, charge and spin in kcal per mole: 46.26

Structure (XYZ):
```
93
Properties=species:S:1:pos:R:3:forces:R:3
Hf -0.7285 0.0665 -0.5180 -0.1 0.0 0.5
C 0.7880 -1.3869 1.6308 0.3 0.0 -0.1
N 0.5182 -1.7512 0.1819 -0.1 0.1 0.0
C 1.7521 -2.0473 -0.6000 -0.2 0.0 0.0
C -0.3883 -2.8858 0.0230 0.1 0.1 0.1
C -0.2798 -4.0174 0.8092 0.1 0.0 0.1
C -1.1524 -5.0752 0.6085 0.0 0.0 0.0
C -2.1312 -4.9665 -0.3683 0.0 0.0 0.0
C -2.2354 -3.8276 -1.1557 0.0 -0.1 0.1
C -1.3400 -2.7719 -0.9938 0.0 0.3 -0.4
N -1.3410 -1.5374 -1.7119 -0.3 -0.7 -0.3
C -1.8227 -1.4072 -3.0293 0.2 -0.2 0.4
C -2.2936 -2.4242 -3.8588 -0.1 0.0 -0.1
C -2.7989 -2.1336 -5.1199 0.0 0.0 0.0
C -2.8262 -0.8337 -5.5925 0.0 0.0 0.0
C -2.2566 0.1712 -4.8225 0.0 0.0 0.0
C -1.7393 -0.1241 -3.5739 0.1 0.3 0.0
N -0.9139 0.8347 -2.8219 0.1 -0.4 0.0
C 0.4971 0.5719 -3.2693 -0.1 0.1 0.0
C -1.2550 2.2363 -3.1581 -0.1 -0.1 0.0
H 0.2652 -2.0886 2.2649 0.0 0.0 0.1
H 2.7072 -0.5959 1.6993 0.0 0.0 0.0
H 0.3682 -0.3924 1.8073 0.1 0.0 0.0
H 2.2869 -2.8759 -0.1406 0.0 0.0 0.0
H 1.4360 -2.3346 -1.6016 0.0 0.0 0.0
H 2.3961 -1.1755 -0.6516 0.0 0.0 0.0
H 0.4860 -4.0684 1.5784 0.0 0.0 0.0
H -1.0713 -5.9665 1.2158 0.0 0.0 0.0
H -2.8432 -5.7695 -0.5105 0.0 0.0 0.0
H -3.0611 -3.7432 -1.8429 0.0 0.0 0.0
H -2.2555 -3.4514 -3.5407 0.0 0.0 0.0
H -3.1769 -2.9420 -5.7323 0.0 0.0 0.0
H -3.2473 -0.6012 -6.5606 0.0 0.0 0.0
H -2.2054 1.1749 -5.2190 0.0 0.0 0.0
H 0.5716 0.6995 -4.3495 0.0 0.0 0.0
H 1.1927 1.2558 -2.7861 0.0 0.0 0.0
H 0.7584 -0.4581 -3.0292 0.1 0.0 0.0
H -0.9832 2.4432 -4.1927 0.0 0.1 0.0
H -2.3250 2.3858 -3.0294 0.0 0.0 0.0
H -0.7171 2.9124 -2.5071 0.0 0.0 0.0
C -1.5933 0.4470 2.8168 0.0 -0.1 0.1
C -1.8762 1.3291 1.7911 0.1 0.0 -0.2
C -2.5323 0.5792 0.7302 -0.7 0.4 0.1
C -2.7347 -0.7600 1.2445 -0.1 0.0 -0.3
C -2.1310 -0.8373 2.4870 0.1 -0.1 0.0
C -2.1144 -2.0394 3.3792 0.0 0.0 0.0
C -3.7338 -1.7341 0.6990 0.0 0.0 0.0
C -3.4689 1.1975 -0.2937 0.0 0.1 0.0
C -1.6728 2.8141 1.8551 0.0 0.0 0.0
C -0.8592 0.7688 4.0815 0.0 0.0 0.0
H -1.1995 -2.0918 3.9744 0.0 0.0 0.0
H -2.1953 -2.9644 2.8062 0.0 0.0 0.0
H -2.9496 -2.0225 4.0854 0.0 0.0 0.0
H -3.8304 -1.6778 -0.3863 0.0 0.0 0.0
H -4.7194 -1.5119 1.1208 0.0 0.0 0.0
H -3.4933 -2.7644 0.9572 0.0 0.0 0.0
H -4.4349 1.4427 0.1561 0.0 0.0 0.0
H -3.6747 0.5236 -1.1328 0.0 0.0 0.0
H -3.0678 2.1287 -0.7027 0.0 0.0 0.0
H -2.0500 3.3191 0.9687 0.0 0.0 0.0
H -0.6256 3.1052 1.9735 0.0 0.0 0.0
H -2.2121 3.2143 2.7169 0.0 0.0 0.0
H -0.2147 -0.0576 4.3928 0.0 0.0 0.0
H -1.5475 0.9596 4.9099 0.0 0.0 0.0
H -0.2330 1.6561 3.9734 0.0 0.0 0.0
O 1.3050 0.8261 -0.1762 0.1 0.3 -0.2
C 0.9253 2.0388 -0.3975 0.0 -0.1 0.4
O -0.3294 2.2117 -0.5110 0.4 0.3 -0.2
C 1.8629 3.1432 -0.5279 -0.1 0.1 0.0
C 3.2289 2.8880 -0.5567 0.1 0.1 0.0
C 4.1488 3.9279 -0.7008 -0.1 -0.2 0.0
C 3.6282 5.1954 -0.8003 0.2 0.0 0.0
O 4.3117 6.3482 -0.9421 -0.1 0.2 0.0
C 3.3351 7.4087 -0.9548 0.0 -0.3 0.0
O 2.0432 6.7880 -0.8938 0.1 0.1 0.0
C 2.2632 5.4517 -0.7693 -0.2 0.1 0.0
C 1.3462 4.4527 -0.6380 0.0 -0.1 0.0
H 3.5750 1.8670 -0.4696 0.0 0.0 0.0
H 5.2150 3.7536 -0.7316 0.0 0.0 0.0
H 3.4285 7.9632 -1.8842 0.0 0.1 0.0
H 3.4809 8.0378 -0.0798 0.0 0.1 0.0
H 0.2823 4.6444 -0.6042 0.0 0.0 0.0
C 4.3500 -3.1307 4.2992 0.0 0.1 -0.1
N 3.8402 -2.1813 3.3162 -0.1 0.0 0.1
C 4.8248 -1.1832 2.9079 0.0 -0.1 0.0
C 2.5793 -2.3036 2.9203 0.2 0.0 -0.2
N 2.1638 -1.3945 2.0049 -0.1 0.0 0.1
H 5.2570 -3.6085 3.9233 0.0 0.0 0.0
H 3.5851 -3.8798 4.4726 0.0 0.0 0.0
H 4.5869 -2.6197 5.2347 0.0 0.0 0.0
H 5.6468 -1.6691 2.3793 0.0 0.0 0.0
H 5.2318 -0.6818 3.7870 0.0 0.0 0.0
H 4.4129 -0.4173 2.2570 0.0 0.0 0.0
```
Positions in Å, forces in eV/Å.